Entry 1:
14
Properties=species:S:1:pos:R:3:nbo_charge:R:1 method="wB97M-V/def2-TZVPD" smiles=CSS.CSS fmax_ev_per_a=1.0 relative_energy_kj_mol=38.3 molar_mass_g_mol=160.4 homo_energy_ev=-9.0 multiplicity=1
S 10.040 -5.475 -7.365 -0.14
S 11.112 -3.678 -7.180 0.09
C 11.082 -3.235 -5.418 -0.75
H 11.125 -6.276 -7.301 0.13
H 11.392 -2.177 -5.445 0.23
H 11.834 -3.809 -4.851 0.22
H 10.115 -3.305 -4.891 0.23
S 10.288 0.320 1.242 -0.16
S 10.895 -0.289 3.206 0.09
C 10.863 1.282 4.133 -0.76
H 11.386 0.101 0.488 0.13
H 11.567 1.286 4.982 0.23
H 9.846 1.469 4.519 0.22
H 11.135 2.101 3.446 0.24

***

Entry 2:
58
Properties=species:S:1:pos:R:3:nbo_charge:R:1 method="wB97M-V/def2-TZVPD" fmax_ev_per_a=11.0 relative_energy_kj_mol=413.4 molar_mass_g_mol=351.3 homo_energy_ev="-13.6 / -13.6" charge=+1 multiplicity=2
C 0.971 -0.710 -0.861 0.49
N 0.859 0.601 -0.509 -0.33
C 2.698 1.609 2.643 -0.62
C 2.035 0.513 1.820 -0.40
C 0.857 1.074 0.938 -0.09
C -0.559 0.630 1.495 -0.06
O -1.604 1.194 0.716 -0.72
O 1.001 -1.663 -0.080 -0.52
H 0.808 -0.779 -1.980 0.20
H 0.813 1.456 -1.257 0.52
H 3.199 1.197 3.393 0.23
H 3.495 2.291 2.066 0.22
H 2.151 2.421 3.123 0.23
H 2.750 -0.090 1.199 0.25
H 1.675 -0.240 2.604 0.23
H 1.027 2.203 0.885 0.26
H -0.634 -0.476 1.371 0.23
H -0.793 1.061 2.616 0.23
H -1.378 2.201 0.426 0.52
H -2.839 0.538 3.761 0.45
H -3.335 0.362 2.439 0.47
O -3.438 -0.017 3.304 -0.91
H -1.990 -3.575 -1.216 0.47
H -1.997 -3.562 0.278 0.49
O -2.399 -3.062 -0.379 -0.96
H -2.105 0.720 -1.600 0.52
H -1.507 1.188 -2.893 0.48
O -1.720 1.460 -2.031 -0.97
H 3.839 -0.831 -0.846 0.47
H 5.034 -0.173 -0.882 0.48
O 4.144 0.001 -1.259 -0.98
H -0.678 -4.365 1.886 0.47
H -1.960 -4.022 2.630 0.50
O -1.610 -4.305 1.790 -0.94
H 3.843 -2.785 0.492 0.49
H 2.772 -2.310 -0.382 0.48
O 3.761 -2.414 -0.336 -0.94
H 2.395 -1.618 -4.102 0.48
H 2.962 -1.198 -2.880 0.48
O 2.441 -0.797 -3.570 -0.95
H -2.207 4.305 0.684 0.49
H -2.325 3.877 -0.781 0.52
O -2.036 3.641 0.109 -0.96
H 1.639 1.451 -3.675 0.51
H 2.667 2.179 -2.638 0.47
O 1.906 2.254 -3.019 -0.95
H -2.247 3.029 -2.161 0.49
H -1.708 3.868 -3.378 0.48
O -2.175 3.966 -2.611 -0.99
H 1.324 -3.571 1.144 0.46
H 2.308 -3.706 2.156 0.47
O 2.106 -4.075 1.266 -0.92
H -4.467 1.187 0.760 0.47
H -5.444 0.193 0.255 0.48
O -4.608 0.312 0.645 -0.94
H -2.703 -1.489 -1.182 0.51
H -3.822 -0.475 -0.894 0.49
O -3.192 -0.676 -1.491 -0.99

***

Entry 3:
8
Properties=species:S:1:pos:R:3:nbo_charge:R:1 method="wB97M-V/def2-TZVPD" smiles="Cc1pc1=S" fmax_ev_per_a=5.4 relative_energy_kj_mol=130.2 molar_mass_g_mol=102.1 homo_energy_ev=-7.6 multiplicity=1
C -0.355 0.305 0.108 -0.30
C -1.327 -0.940 -0.491 -0.48
C 1.063 0.518 0.344 -0.69
P -1.919 0.735 -0.250 0.69
S -1.594 -2.454 -0.867 0.04
H 1.073 1.460 0.821 0.24
H 1.531 0.802 -0.538 0.25
H 1.527 -0.427 0.874 0.25

***

Entry 4:
74
Properties=species:S:1:pos:R:3:lowdin_charge:R:1 method="wB97M-V/def2-TZVPD" fmax_ev_per_a=3.1 molar_mass_g_mol=596.6 homo_energy_ev="-0.4 / -1.3" charge=-1 multiplicity=1
La -0.142 0.037 1.041 1.73
N -0.032 -2.086 1.823 -0.21
N 0.495 -2.922 -0.931 -0.10
C 1.665 1.898 0.795 -0.37
C 2.414 0.706 1.096 -0.35
C 2.198 0.379 2.469 -0.32
C 2.805 -0.770 3.195 -0.05
H 3.620 -1.219 2.616 0.07
H 2.076 -1.569 3.390 0.07
H 3.217 -0.457 4.166 0.08
C 1.354 1.377 3.029 -0.32
C 1.036 1.529 4.475 -0.06
H 1.822 2.096 5.002 0.08
H 0.955 0.554 4.976 0.07
H 0.094 2.074 4.622 0.07
C 1.004 2.304 2.000 -0.35
C 0.128 3.498 2.180 -0.07
H -0.756 3.274 2.798 0.07
H -0.219 3.887 1.214 0.06
H 0.659 4.318 2.689 0.08
C 3.204 -0.130 0.158 -0.07
H 4.061 -0.583 0.681 0.08
H 3.567 0.466 -0.689 0.07
H 2.604 -0.968 -0.249 0.05
C 1.503 2.545 -0.539 -0.06
H 0.479 2.480 -0.954 0.07
H 2.180 2.102 -1.276 0.07
H 1.734 3.616 -0.454 0.08
C -0.839 -1.817 2.902 -0.33
H -0.703 -0.853 3.433 0.06
C -1.848 -2.691 3.311 -0.16
H -2.569 -2.372 4.067 0.08
C -1.873 -3.980 2.773 -0.16
H -2.676 -4.666 3.030 0.08
C -0.897 -4.358 1.864 -0.10
H -0.855 -5.357 1.427 0.08
C 0.022 -3.403 1.338 -0.29
C 0.739 -3.726 0.152 -0.17
H 1.241 -4.699 -0.001 0.09
C 0.425 -1.517 -0.853 -0.17
C 0.053 -3.373 -2.180 -0.04
H -0.009 -4.405 -2.430 0.11
C -0.373 -2.309 -2.852 -0.08
H -0.855 -2.235 -3.805 0.12
N -0.053 -1.174 -2.109 -0.08
C 0.058 0.086 -2.800 -0.16
C 1.264 0.390 -3.454 -0.20
C 1.329 1.561 -4.220 -0.01
H 2.281 1.820 -4.695 0.11
C 0.191 2.345 -4.447 -0.27
C 0.242 3.534 -5.366 -0.06
H 0.220 4.483 -4.812 0.08
H -0.614 3.534 -6.051 0.08
H 1.152 3.510 -5.974 0.07
C -0.999 2.006 -3.792 -0.01
H -1.895 2.617 -3.928 0.11
C -1.101 0.840 -3.024 -0.21
C -2.416 0.352 -2.502 -0.06
H -2.715 -0.604 -2.956 0.08
H -3.186 1.097 -2.724 0.06
H -2.429 0.205 -1.413 0.05
C 2.417 -0.558 -3.362 -0.02
H 2.152 -1.572 -3.697 0.09
H 2.806 -0.631 -2.339 0.06
H 3.237 -0.193 -3.988 0.08
C -4.218 -0.079 2.691 -0.11
C -3.858 -0.370 1.256 -0.23
O -2.554 0.340 0.919 -0.41
H -3.386 -0.282 3.375 0.05
H -5.066 -0.690 3.013 0.07
H -4.519 0.971 2.804 0.06
H -3.654 -1.418 1.033 0.11
H -4.601 0.019 0.558 0.09
H -2.793 1.187 0.500 -0.01

***

Entry 5:
64
Properties=species:S:1:pos:R:3:nbo_charge:R:1 method="wB97M-V/def2-TZVPD" smiles="CC(=O)OC[C@](C)(C#N)CC#N.CCOC(C)=O.CCOC(C)=O.CCOC(C)=O" fmax_ev_per_a=12.5 relative_energy_kj_mol=944.8 molar_mass_g_mol=430.5 homo_energy_ev=-9.3 multiplicity=1
C -1.234 -2.035 0.456 -0.74
C -1.705 -0.564 1.009 0.79
O -0.924 0.000 1.972 -0.58
O -2.900 0.166 0.520 -0.56
C -3.996 -0.149 1.496 -0.09
C -5.134 -0.967 0.645 -0.12
C -5.767 -2.274 1.406 -0.64
C -4.522 -1.506 -0.811 0.26
N -4.096 -2.038 -1.933 -0.30
C -6.339 0.086 0.277 -0.47
C -6.016 0.639 -1.265 0.23
N -5.960 0.861 -2.557 -0.28
H -0.320 -1.885 -0.283 0.27
H -0.906 -2.673 1.382 0.26
H -2.056 -2.631 -0.126 0.26
H -4.352 0.888 1.928 0.22
H -3.518 -0.755 2.388 0.22
H -6.345 -2.900 0.576 0.25
H -6.484 -1.953 2.301 0.23
H -4.910 -2.986 1.829 0.24
H -7.428 -0.392 0.357 0.27
H -6.323 1.031 1.001 0.26
O -0.094 6.031 -3.004 -0.60
C -0.470 4.942 -2.574 0.80
O -0.993 4.841 -1.331 -0.52
C -1.621 3.659 -0.802 -0.07
C -0.588 2.711 -0.230 -0.64
C -0.272 3.695 -3.382 -0.77
H -2.260 3.184 -1.552 0.18
H -2.285 3.995 0.002 0.19
H 0.109 2.360 -0.993 0.21
H -1.072 1.842 0.225 0.23
H 0.013 3.216 0.537 0.21
H 0.748 3.331 -3.239 0.29
H -0.424 3.939 -4.439 0.24
H -0.981 2.901 -3.150 0.21
O 2.579 2.938 -3.402 -0.59
C 3.600 2.913 -2.716 0.81
O 3.748 1.986 -1.743 -0.51
C 4.964 1.757 -1.010 -0.07
C 5.076 2.713 0.158 -0.64
C 4.657 3.962 -2.886 -0.75
H 5.836 1.795 -1.671 0.18
H 4.909 0.731 -0.631 0.20
H 5.119 3.754 -0.170 0.21
H 5.972 2.499 0.749 0.22
H 4.199 2.625 0.811 0.22
H 4.373 4.854 -2.321 0.26
H 4.727 4.215 -3.949 0.25
H 5.653 3.639 -2.585 0.21
O 0.479 -4.874 0.462 -0.58
C 1.500 -4.899 1.148 0.80
O 1.648 -5.826 2.121 -0.51
C 2.864 -6.055 2.854 -0.07
C 2.976 -5.099 4.022 -0.64
C 2.557 -3.850 0.978 -0.75
H 3.736 -6.017 2.193 0.18
H 2.809 -7.081 3.233 0.20
H 3.019 -4.058 3.694 0.21
H 3.872 -5.313 4.613 0.22
H 2.099 -5.187 4.675 0.22
H 2.273 -2.958 1.543 0.25
H 2.627 -3.597 -0.085 0.25
H 3.553 -4.173 1.279 0.22

***

Entry 6:
64
Properties=species:S:1:pos:R:3:nbo_charge:R:1 method="wB97M-V/def2-TZVPD" smiles="NC(N)=O.NC(N)=O.NC(N)=O.OCCO.OCCO.OCCO.OCCO" fmax_ev_per_a=5.3 relative_energy_kj_mol=329.1 molar_mass_g_mol=428.4 homo_energy_ev=-9.2 multiplicity=1
C 3.513 -0.292 4.763 0.75
O 4.551 0.079 4.319 -0.65
N 3.317 -0.955 5.872 -0.83
N 2.337 -0.136 4.190 -0.84
H 2.444 -1.418 6.081 0.38
H 4.030 -1.081 6.577 0.40
H 1.499 -0.457 4.653 0.38
H 2.329 0.481 3.391 0.40
C 4.323 3.534 -1.618 0.77
O 3.236 2.968 -1.743 -0.70
N 5.511 3.220 -2.018 -0.81
N 4.398 4.619 -0.861 -0.83
H 6.267 3.873 -1.869 0.39
H 5.688 2.380 -2.551 0.41
H 3.627 5.244 -0.675 0.41
H 5.319 4.844 -0.512 0.37
C -2.821 -3.314 1.877 0.75
O -3.373 -2.584 1.073 -0.68
N -1.594 -3.096 2.335 -0.83
N -3.414 -4.378 2.359 -0.83
H -1.146 -2.216 2.123 0.43
H -1.430 -3.537 3.229 0.36
H -4.396 -4.465 2.138 0.41
H -2.975 -4.831 3.148 0.38
C -0.715 1.577 -4.039 -0.10
C -1.880 0.593 -3.696 -0.09
O -1.520 -0.251 -2.664 -0.73
O -0.735 2.707 -3.154 -0.74
H -0.858 1.967 -5.046 0.18
H 0.207 1.063 -4.311 0.18
H -2.071 0.008 -4.596 0.15
H -2.825 1.076 -3.448 0.17
H -2.286 -0.829 -2.688 0.48
H -0.427 2.496 -2.270 0.50
C 1.208 0.182 0.809 -0.08
C 0.683 1.535 0.561 -0.11
O 0.727 1.961 -0.818 -0.76
O 0.330 -0.852 0.329 -0.75
H 1.192 -0.059 1.872 0.16
H 2.239 0.002 0.506 0.17
H 1.220 2.129 1.300 0.16
H -0.333 1.499 0.955 0.20
H 1.640 2.147 -1.049 0.52
H -0.139 -0.592 -0.468 0.49
C -4.098 1.107 3.883 -0.08
C -4.256 1.587 2.434 -0.09
O -2.954 1.552 1.747 -0.76
O -5.323 1.393 4.499 -0.71
H -3.319 1.699 4.362 0.17
H -3.645 0.119 3.802 0.18
H -4.608 2.610 2.308 0.16
H -4.911 0.969 1.819 0.17
H -2.992 1.486 0.790 0.48
H -5.960 1.750 3.876 0.47
C 0.513 -2.347 -4.673 -0.08
C 0.710 -3.854 -4.703 -0.08
O -0.274 -4.500 -3.965 -0.74
O 0.993 -1.656 -3.594 -0.73
H -0.505 -2.014 -4.876 0.17
H 1.213 -2.052 -5.455 0.15
H 1.648 -4.255 -4.320 0.17
H 0.477 -4.261 -5.687 0.17
H 0.056 -5.143 -3.333 0.47
H 0.337 -1.032 -3.277 0.49